## a
{
  "formula": "C47H55IrN7O4PSe",
  "method": "ωB97M-V/def2-TZVPD",
  "symbols": ["C", "H", "H", "H", "H", "H", "C", "H", "H", "C", "C", "H", "C", "H", "H", "C", "C", "H", "H", "C", "C", "H", "C", "H", "H", "H", "H", "H", "C", "H", "C", "H", "O", "C", "C", "H", "H", "H", "C", "H", "C", "H", "C", "Ir", "P", "C", "O", "O", "C", "H", "C", "H", "H", "H", "H", "C", "N", "H", "H", "N", "H", "H", "H", "H", "C", "H", "C", "H", "C", "C", "H", "C", "C", "N", "C", "C", "H", "H", "C", "N", "H", "H", "H", "H", "H", "C", "C", "H", "C", "C", "N", "C", "C", "H", "H", "H", "N", "C", "C", "C", "C", "H", "Se", "N", "O", "H", "H", "C", "C", "C", "H", "C", "H", "C", "C", "C"],
  "xyz": [[0.1477, -4.1281, 3.9161], [6.8350, 2.9513, 2.6499], [3.0159, 0.4177, 4.4646], [1.4352, 3.4205, -1.3069], [0.8363, 1.8423, -4.6909], [1.4309, 0.0691, 5.1144], [-7.6711, -1.6627, 0.9105], [-2.4164, -4.1508, -3.0728], [0.2949, 5.5443, -2.2798], [-3.0208, 5.5953, -3.1017], [2.7209, 0.8812, -4.2432], [-0.7282, -4.2761, 4.5343], [-4.0598, 0.5095, -1.9264], [3.0101, 3.3429, -3.1454], [-0.4032, -0.5315, 3.3437], [3.2454, -3.6005, -0.8459], [2.4188, -3.7516, 2.3299], [-1.7910, -6.5287, -2.8254], [-8.7535, -1.6720, 0.9081], [1.9837, 0.5241, 0.4881], [2.4966, -2.4536, -0.5768], [-4.3069, 3.9091, -3.4173], [-5.6120, -0.8018, 1.7956], [2.2166, 2.9359, 2.5145], [-3.3634, -0.1426, -1.3972], [2.3596, 0.3277, -3.3726], [-7.5101, -3.1305, -0.6497], [-2.9959, 0.3209, -3.8009], [1.9474, 0.5665, 4.2901], [-7.5449, -0.2117, 2.4913], [2.5245, -4.3543, 3.5756], [4.7663, -0.0999, -1.4811], [0.7953, 1.0396, 0.4361], [-0.9907, 1.6029, -2.4470], [2.4040, 3.0544, 3.5815], [0.9912, -5.5025, 0.2484], [-3.8057, 6.3161, -3.2877], [-5.0334, -3.0867, -0.6727], [1.5821, 2.0507, 4.3874], [2.8198, -4.5828, -0.6900], [-3.3625, 1.1035, -3.1410], [6.1099, -2.1570, -1.9316], [-1.0144, -3.4701, -1.6017], [-0.4411, -0.7330, 0.4652], [0.8818, -2.6082, 0.2706], [-4.9171, -1.6000, 0.8821], [3.4290, -1.0710, 1.8027], [2.9570, 1.1372, 1.2509], [-1.3040, -5.7749, -2.2208], [1.6796, 2.3203, 5.4422], [-2.2653, 3.3685, -2.8994], [4.0819, 2.3632, 4.6786], [0.5292, 2.2039, 4.1405], [3.3052, -3.5710, 1.7403], [1.5494, 4.1135, -3.7524], [-1.6502, -4.4384, -2.3642], [-2.2269, 1.9825, -2.8124], [-4.1593, 2.6927, 0.8176], [3.4938, -4.6814, 3.9280], [-0.2212, 2.6990, -2.3293], [-3.0139, 1.3846, 0.4821], [-0.0776, -7.1920, -1.1747], [-4.0713, 1.7108, -3.6995], [2.1087, 4.0584, 3.8893], [-0.9949, 3.8234, -2.5838], [-1.2831, -2.4346, -1.7212], [-5.5920, -2.4511, 0.0029], [5.1105, -4.3839, -1.5340], [1.4004, -4.5308, 4.3707], [2.5941, -0.1660, 1.8819], [-5.0691, -0.1709, 2.4886], [-3.4984, -1.4684, 0.7771], [-1.7279, 6.0573, -2.7848], [6.0599, 2.7028, 3.2411], [1.5939, -0.2471, 3.0348], [-3.6385, 2.1592, 0.0207], [-5.4364, 1.0581, -0.3830], [6.2629, 2.1307, 4.0429], [-3.3111, 4.2520, -3.1714], [0.1650, -0.1025, 2.6164], [2.6945, 0.2025, -5.0961], [1.5000, -4.9786, 5.3509], [-5.1281, 2.3464, -1.5252], [-0.0925, 0.8768, 2.5377], [1.5472, 1.7384, -1.8317], [-0.6955, 5.1851, -2.5253], [3.0909, -1.2173, -0.8016], [-1.5476, 7.1228, -2.7386], [4.5395, -3.4893, -1.3270], [1.2344, 2.7338, -2.1306], [-2.3644, -1.3270, 0.6669], [-4.6465, 1.5456, -0.9565], [-6.9733, -2.4764, 0.0241], [1.7279, -1.2870, 3.3219], [3.7659, 1.1537, -4.0743], [-2.9743, 2.8800, -0.4588], [3.8387, 2.8665, 3.8399], [-6.9932, -0.8338, 1.7993], [-0.0323, -3.8406, -0.6810], [-0.3429, -6.1496, -1.2927], [4.3674, -1.0880, -1.2948], [3.7056, 4.3404, 1.7890], [-0.4070, -0.1676, -2.1596], [4.6071, 3.9250, 1.9399], [2.2664, -0.1350, -0.6608], [-4.8645, -0.1183, -2.3163], [-0.9457, -3.2380, 2.3008], [1.8807, 2.1267, -4.5209], [0.0287, -3.5454, 2.6672], [1.9622, 3.1655, -3.4017], [2.2316, 2.5934, -5.4416], [4.8298, 3.1551, 3.0019], [5.3363, 4.1012, 1.2706], [0.2782, -5.1927, -0.5067], [1.1654, -3.3601, 1.8675], [5.1023, -2.2371, -1.5464]],
  "lowdin_charge": [-0.0527, 0.1374, 0.1258, 0.1312, 0.1038, 0.1305, -0.0200, 0.1153, 0.1197, -0.0361, -0.0952, 0.1173, -0.1834, 0.1244, 0.1163, -0.0547, -0.0707, 0.1214, 0.1260, -0.6599, -0.2229, 0.1188, -0.0256, 0.1022, 0.0542, 0.0261, 0.1237, 0.1237, -0.1117, 0.1232, -0.0343, 0.1343, -0.1558, -0.5430, -0.1533, 0.1104, 0.1224, 0.1263, -0.1526, 0.1083, -0.1125, 0.1242, -0.1364, 1.0033, 1.0240, -0.2217, 0.1189, 0.1216, -0.0405, 0.1291, -0.1498, 0.1568, 0.1167, 0.1057, 0.1073, -0.0531, 0.0055, 0.0843, 0.1223, 0.0139, 0.0436, 0.1220, 0.1295, 0.1349, -0.1389, -0.0343, -0.0108, 0.1231, -0.0367, -0.4417, 0.1258, -0.0707, -0.0385, 0.2238, -0.2301, -0.0795, 0.0945, 0.1365, 0.0144, 0.0227, 0.0849, 0.1215, 0.1113, 0.0885, 0.0636, 0.0106, -0.2844, 0.1209, -0.0322, -0.1324, 0.0249, -0.2135, -0.0341, 0.1327, 0.0814, 0.0616, 0.1031, -0.0390, -0.3352, -0.0409, 0.0264, 0.1228, 0.9170, 0.2319, -0.0434, 0.1252, 0.0911, -0.2345, -0.1074, -0.1658, 0.1183, -0.4265, 0.1390, -0.0786, -0.3717, -0.0163],
  "lumo_ev": [-8.77, -8.77],
  "total_charge": 3,
  "gap_ev": [6.05, 6.49],
  "multiplicity": 2
}

## b
{
  "formula": "C47H55IrN7O4PSe",
  "method": "ωB97M-V/def2-TZVPD",
  "symbols": ["H", "H", "C", "C", "C", "H", "C", "H", "H", "C", "C", "C", "H", "C", "C", "H", "N", "H", "H", "C", "C", "C", "H", "H", "O", "H", "H", "H", "C", "H", "C", "C", "O", "H", "H", "N", "H", "C", "N", "H", "C", "H", "H", "H", "H", "C", "H", "C", "N", "N", "C", "N", "C", "C", "C", "H", "C", "H", "C", "C", "C", "H", "C", "N", "C", "C", "H", "H", "C", "C", "C", "H", "C", "C", "H", "H", "C", "H", "H", "H", "H", "C", "H", "H", "H", "C", "H", "H", "H", "H", "C", "H", "H", "H", "H", "Se", "C", "C", "C", "H", "O", "H", "C", "C", "H", "C", "H", "H", "C", "P", "H", "H", "C", "O", "Ir", "H"],
  "xyz": [[-2.0945, -4.2840, 2.2191], [0.3250, -0.7364, -7.6825], [-5.5537, 4.0991, -1.3584], [3.0024, -0.8335, 2.0193], [-3.3009, 3.5712, -0.6600], [4.9142, -5.6917, 1.4392], [0.3994, 0.0713, -6.9677], [-1.7513, 0.4801, 4.5822], [0.3842, -1.8708, 4.8600], [1.2666, 2.2439, -6.3559], [0.0032, 3.3914, -1.2312], [-3.8737, 5.8281, -1.2467], [4.8114, -0.9123, -2.7729], [-1.4409, -1.6109, 0.9810], [-3.5909, 3.0709, 2.3772], [-3.5901, 6.8647, -1.3671], [-1.4235, 0.9087, -2.6185], [5.2473, -1.3693, -0.1876], [3.7140, -1.0722, -5.0926], [-3.1206, -3.4546, 3.9147], [4.0630, -0.2165, -3.1590], [-0.5503, 3.0808, 0.0146], [-0.2583, 3.1359, 2.1490], [-1.9292, 5.2359, -0.5720], [-1.1096, -1.1638, -0.1988], [-3.4652, 1.9693, 5.5735], [2.3240, -0.2328, -4.4448], [4.1506, -6.3598, -0.7940], [-2.9315, 4.9057, -0.8102], [6.1371, 0.6350, 1.9587], [-4.8850, 1.7081, -0.8557], [4.0318, -3.7594, 1.3877], [-5.6677, 1.2093, -0.0768], [3.4173, -2.8992, -3.4367], [6.8467, -0.6929, 0.0505], [2.1911, -2.1913, -1.2293], [3.5063, 0.1854, -2.3091], [4.3279, -4.9931, 0.8584], [-3.6268, -0.7390, 0.3335], [-2.9945, -1.0270, 2.3094], [-3.2367, 2.0333, 4.5179], [-3.9890, -2.8129, 4.0958], [1.6814, 4.2244, -2.2691], [2.9503, 4.6941, -0.2029], [-1.8356, -2.7229, 7.4557], [3.8934, -5.3754, -0.4280], [-4.6676, -2.7601, 1.5850], [2.8721, -3.2684, -0.7004], [-1.8870, -2.7325, 4.2322], [-2.2020, -2.8006, 6.5214], [0.5827, 2.1892, -5.1557], [2.8123, -1.6187, 0.7957], [3.2800, -2.8990, 0.5843], [-4.6124, 3.1756, -0.9486], [5.4726, -0.1686, 1.6386], [-3.5009, -3.4027, 0.4424], [1.9736, 4.2323, -0.1422], [4.5971, 0.6172, -3.6144], [3.1635, -4.5286, -1.2283], [2.1444, -1.2155, -0.3009], [-1.9932, 1.2730, 2.6069], [1.7063, 1.2413, -8.1968], [4.0337, 0.2836, 1.8989], [-0.2434, -1.9586, 5.6405], [3.1509, -0.8979, -4.1739], [-5.1760, 5.4295, -1.5118], [5.7117, -1.0239, 2.2790], [2.8384, -4.8272, -2.2146], [-2.2818, 1.1894, 3.9582], [-2.9291, -1.5532, 1.3580], [-0.8797, 0.9800, -3.6259], [1.8672, 3.1104, -6.5955], [1.1747, 1.1885, -7.2561], [1.5782, -2.1731, -2.5648], [2.0257, -0.4361, 2.2992], [0.9861, -1.2604, -2.6201], [-3.5991, -2.9336, 1.4270], [-4.0225, -1.3738, -0.3659], [-5.9042, 6.1567, -1.8448], [-4.6183, 3.6351, 4.1688], [5.5291, 0.3523, -0.4643], [2.5892, -2.2424, -3.7137], [1.9762, 4.1524, 2.0003], [3.3134, -1.5456, 2.7832], [3.9849, 0.8331, 2.8423], [1.2590, 3.9676, -1.3065], [-3.1993, -4.3240, 4.5706], [-4.4387, -0.2051, 0.6687], [0.8910, -3.0200, -2.5987], [0.6408, 3.0061, -4.4485], [0.1665, 3.3543, 1.1787], [-6.5663, 3.7823, -1.5695], [-3.7482, -4.8089, 2.4013], [-3.1039, -3.2336, 6.4203], [-0.5563, 3.1952, -2.1352], [1.2907, 0.4211, -0.4925], [-3.8853, 2.9717, 3.7306], [-1.4493, -2.5184, 5.4606], [1.4268, 3.9291, 1.0957], [-1.2835, -2.4913, 3.4397], [-4.1074, 1.0158, -1.6751], [2.0816, -2.7282, -4.5496], [-3.0990, -3.9360, 2.4670], [-0.2916, -0.0009, -5.7725], [3.7187, 0.9838, 1.1184], [-2.6536, 2.2113, 1.8094], [4.3782, -3.4754, 2.3712], [-1.2207, 0.6430, 2.1773], [5.7837, -0.4928, 0.1797], [-2.1998, 2.3569, 0.0751], [-4.0935, 3.8133, 1.7715], [-0.9097, -0.8583, -5.5406], [-0.1926, 1.0622, -4.8701], [-0.6299, -2.0477, 1.7864], [-2.3704, 0.3357, -0.9188], [0.1459, -1.8529, 6.5621]],
  "lowdin_charge": [0.1246, 0.1228, 0.0226, -0.1384, -0.2893, 0.1229, -0.0407, 0.0968, 0.1213, -0.0373, -0.1584, -0.0344, 0.0789, -0.5837, -0.0300, 0.1218, 0.0440, 0.0536, 0.1195, -0.1481, -0.0938, -0.4029, 0.1069, 0.1130, -0.2493, 0.1193, 0.0863, 0.1238, -0.0472, 0.1157, -0.5865, 0.0161, 0.1102, 0.1106, 0.0872, 0.0181, 0.0209, -0.0331, -0.0140, 0.1329, -0.0387, 0.1379, 0.1147, 0.1227, 0.1406, -0.0306, 0.1375, -0.1282, 0.0963, 0.2320, -0.0135, 0.0057, -0.1429, -0.1515, -0.2284, 0.1363, -0.0430, 0.0848, 0.0207, -0.5827, -0.1279, 0.1249, -0.1847, 0.2081, -0.2342, -0.0173, 0.1100, 0.1240, -0.0654, -0.2561, -0.0646, 0.1223, -0.0262, -0.1174, 0.1034, 0.0735, -0.1210, 0.1272, 0.1254, 0.1252, 0.0747, -0.1655, 0.1205, 0.1234, 0.1220, -0.0637, 0.1313, 0.1051, 0.1373, 0.1110, -0.0811, 0.1380, 0.1314, 0.1221, 0.0893, 1.0659, -0.0276, -0.4344, -0.0521, 0.1031, -0.2138, 0.1218, -0.1502, -0.0198, 0.0849, -0.3307, 0.1178, 0.0977, -0.0885, 1.0099, 0.1198, 0.1273, -0.2219, 0.0514, 1.2092, 0.1328],
  "lumo_ev": [-8.01, -9.39],
  "total_charge": 3,
  "gap_ev": [7.41, 6.20],
  "multiplicity": 2
}

Short version: b is the most stable of them.

## a
{
  "formula": "C3H14O4",
  "method": "ωB97M-V/def2-TZVPD",
  "symbols": ["H", "O", "H", "H", "H", "O", "H", "H", "H", "C", "C", "H", "H", "H", "O", "H", "H", "C", "H", "H", "O"],
  "xyz": [[-0.7584, -3.0689, 1.8790], [-1.3579, -2.3761, 1.7321], [0.7942, -1.7384, 0.1614], [0.5337, -0.6909, -1.2377], [-1.7076, -0.0329, 0.2608], [-2.2346, -0.2063, -0.4041], [-2.0660, -2.5678, 2.3292], [-0.4455, 1.2962, 0.7259], [2.0978, -1.3255, -0.8313], [1.1889, -0.9007, -0.3922], [0.2140, 0.6408, 1.3227], [0.6255, 1.1516, 2.1947], [2.3767, 0.5196, 1.1052], [-0.3637, -0.2739, 1.6872], [1.7374, 1.3492, -0.5077], [-2.8393, -0.8147, -0.1716], [1.7751, 2.2644, -0.0090], [1.5010, 0.3266, 0.4579], [0.5376, 1.5670, -2.1566], [-0.6158, 0.7140, -2.0043], [-0.3159, 1.5582, -2.3531]],
  "lowdin_charge": [0.0181, -0.0147, 0.0614, 0.0728, -0.1029, 0.0704, 0.0399, 0.0835, 0.0816, -0.0434, -0.0521, 0.0676, 0.1358, 0.0715, -0.1226, -0.0119, 0.1625, -0.4367, -0.0795, 0.0036, -0.0049],
  "lumo_ev": 0.29,
  "smiles": "CC(C)O.O.O.O",
  "total_charge": 0,
  "gap_ev": 10.34
}

## b
{
  "formula": "C3H14O4",
  "method": "ωB97M-V/def2-TZVPD",
  "symbols": ["C", "H", "H", "O", "H", "H", "H", "O", "C", "H", "H", "H", "H", "H", "C", "H", "H", "O", "H", "O", "H"],
  "xyz": [[0.1077, 1.6852, 1.5235], [-0.3851, -2.1554, 1.2149], [1.5190, -1.9254, -1.4190], [0.7887, -1.2327, -2.9962], [1.0854, 1.1586, 1.5710], [-1.9329, 0.0195, -0.7109], [0.9753, 1.5900, -0.5681], [1.8322, -2.3192, -0.6282], [-1.8501, 0.5279, 0.3174], [-1.5587, -0.2964, 1.0766], [1.3628, -0.4635, -3.1146], [0.9468, -1.5757, 0.9861], [0.4516, 2.7691, 1.5546], [-2.9303, 0.8712, 0.6959], [-0.8355, 1.6293, 0.2744], [-1.1892, 2.6892, 0.1550], [-0.4591, 1.5291, 2.4279], [0.0725, 1.3763, -0.8679], [0.0527, -0.7847, -2.4426], [0.2912, -1.7830, 1.7261], [1.6550, -3.3094, -0.7759]],
  "lowdin_charge": [-0.0742, -0.0172, -0.0469, -0.0827, 0.0835, 0.0901, 0.0772, -0.0737, -0.0834, 0.0758, 0.0524, 0.0373, 0.0870, 0.1164, -0.4497, 0.1366, 0.0692, -0.1085, 0.0843, -0.0800, 0.1064],
  "lumo_ev": 0.53,
  "smiles": "CC(C)O.O.O.O",
  "total_charge": 0,
  "gap_ev": 11.00
}

Short version: b is the most stable of them.

## a
{
  "formula": "C6H12NO",
  "method": "ωB97M-V/def2-TZVPD",
  "symbols": ["C", "C", "C", "H", "H", "H", "H", "H", "C", "C", "H", "H", "C", "H", "O", "N", "H", "H", "H", "H"],
  "xyz": [[0.3300, 1.5970, 0.5202], [-1.4394, -0.9057, 0.3922], [1.0891, -1.0753, 1.6467], [2.1430, 0.8799, -0.3362], [-0.5031, -1.3378, 0.8756], [2.5343, 1.6320, 1.3013], [-2.2337, -0.4005, 1.0542], [-0.3414, 0.1900, -2.7019], [-0.7365, -0.6691, -2.1423], [-1.0860, 0.0198, -0.7131], [-2.0340, -1.6855, -0.0660], [-1.2779, -1.3984, -2.6040], [1.8514, 1.0917, 0.6902], [-0.2339, 1.3011, 1.5121], [1.9478, -0.1810, 1.3651], [-0.2220, 1.0208, -0.6285], [-2.0770, 0.5432, -0.7702], [0.4447, 2.6300, 0.3850], [1.5486, -1.9642, 2.2137], [0.2958, -1.2881, -1.9941]],
  "lowdin_charge": [-0.1439, -0.0496, 0.2439, 0.1434, 0.0428, 0.1379, 0.1327, 0.0755, 0.0023, -0.5026, 0.0928, 0.0294, -0.0227, 0.1656, -0.0166, 0.0788, 0.2019, 0.1121, 0.1526, 0.1237],
  "lumo_ev": [-7.16, -5.64],
  "total_charge": 1,
  "gap_ev": [6.05, 8.21]
}

## b
{
  "formula": "C6H12NO",
  "method": "ωB97M-V/def2-TZVPD",
  "symbols": ["H", "C", "O", "H", "C", "H", "H", "H", "H", "H", "N", "C", "H", "H", "H", "C", "H", "H", "C", "C"],
  "xyz": [[-1.7373, -2.2416, -0.6093], [0.1149, 1.7456, -0.3476], [1.3536, 1.3660, -0.4375], [-1.9264, 1.2780, 1.7050], [-2.0263, 1.2762, 0.6391], [3.4026, -0.2954, 0.7720], [2.3072, -1.6712, 0.5244], [1.8640, -0.4964, 1.6137], [-0.5557, -0.8822, 0.9999], [-0.1282, 2.7601, -0.4596], [-0.7720, 0.8505, -0.0111], [-0.4745, -0.5018, 0.0423], [-2.2939, 2.3064, 0.2182], [-0.9088, -1.0610, -2.0133], [-2.8634, 0.5441, 0.4020], [-0.9777, -1.4843, -0.9734], [1.7401, -0.5613, -1.3266], [-0.1800, -2.3089, -1.1371], [1.7031, 0.0244, -0.3466], [2.3587, -0.6474, 0.7455]],
  "lowdin_charge": [0.1060, -0.0100, 0.0799, 0.0965, 0.0274, 0.1217, 0.0914, 0.0564, 0.1098, 0.1682, -0.1012, -0.1702, 0.1318, 0.1043, 0.1305, -0.0679, 0.1673, 0.1031, -0.1017, -0.0433],
  "lumo_ev": -4.09,
  "total_charge": 1,
  "gap_ev": 8.81
}

## c
{
  "formula": "C6H12NO",
  "method": "ωB97M-V/def2-TZVPD",
  "symbols": ["H", "H", "C", "H", "O", "H", "N", "H", "C", "H", "H", "H", "H", "C", "C", "H", "C", "C", "H", "H"],
  "xyz": [[1.4169, -2.2786, -0.0900], [0.9575, 0.9664, 1.2739], [-0.6022, -1.4983, 0.3126], [-0.9292, -2.3024, -0.4486], [-2.9772, 1.0774, -0.5928], [1.5361, -0.9986, 0.9796], [-1.3128, -0.3843, -0.0790], [2.4316, 1.8954, 0.8223], [1.4247, 0.9159, -0.7173], [0.8460, 2.5669, 0.5008], [-0.7055, 0.4022, -0.4615], [1.2830, -0.6873, -1.9966], [1.5234, 1.6556, -1.4553], [-2.5562, -0.1007, -0.1858], [0.9698, -1.3591, 0.1595], [-3.8373, 1.4994, -0.4350], [1.4151, 1.6506, 0.6417], [1.3511, -0.4056, -0.9837], [-3.3621, -0.6843, 0.1609], [-0.5487, -2.0030, 1.2328]],
  "lowdin_charge": [0.1021, 0.0343, -0.1378, 0.1724, 0.1547, 0.0983, 0.1017, 0.0817, -0.1470, 0.0863, 0.1730, 0.0981, 0.0869, -0.0858, -0.1309, 0.1678, -0.0507, -0.0908, 0.1638, 0.1221],
  "lumo_ev": -4.19,
  "smiles": "C/C=C\\CC/[NH+]=C/O",
  "total_charge": 1,
  "gap_ev": 9.21
}

Short version: c is the most stable of them.